Entry 1:
DFT (ωB97M-V/def2-TZVPD) results for a cluster of 2 separate species, C3H7N2O in total at a distorted geometry.

Results
frontier orbital gap: 11.39 eV
energy relative to the best compared isomer or geometry (same formula, charge and spin): 12.8 kcal per mole

ORCA input file:
```
! wB97M-V def2-TZVPD RIJCOSX def2/J DEFGRID3
* xyz 1 1
C -0.10 1.86 0.24
C -0.91 1.35 -0.72
N -0.34 0.16 -1.07
C 0.75 -0.09 -0.36
N 0.92 0.96 0.43
H -0.27 2.70 0.89
H -1.80 1.83 -1.10
H -0.74 -0.46 -1.76
H 1.40 -0.94 -0.48
H 1.65 1.22 1.06
H -0.88 -2.81 1.20
H 0.54 -2.65 1.03
O -0.21 -3.13 0.65
*
```

=====

Entry 2:
DFT (ωB97M-V/def2-TZVPD) results for a cluster of 2 separate species, C7H8IN2 in total at a distorted geometry.

Results
expectation value of S²: 2.01
frontier orbital gap (alpha / beta): 7.14 / 5.12 eV
energy relative to the best compared isomer or geometry (same formula, charge and spin): 14.3 kcal per mole

ORCA input file:
```
! wB97M-V def2-TZVPD RIJCOSX def2/J DEFGRID3
* xyz 1 3
C -0.77 2.38 0.48
C -0.20 2.36 1.61
C -1.23 1.42 -0.34
C -0.17 0.14 1.43
C -1.99 1.42 -1.56
C 1.14 -1.49 -1.49
C 1.69 -0.37 -1.15
N -0.72 0.21 0.27
N 0.05 1.27 2.26
I 2.90 -0.21 0.51
H -1.16 1.59 -2.31
H -2.90 2.10 -1.53
H -2.32 0.48 -1.81
H 0.31 -0.72 1.87
H 0.52 -1.50 -2.38
H 1.19 -2.42 -0.91
H 1.67 0.49 -1.74
H 0.73 1.32 3.05
*
```

=====

Entry 3:
DFT (ωB97M-V/def2-TZVPD) results for a cluster of 14 separate species, C64H168N12O21 in total at a distorted geometry.

Results
frontier orbital gap: 8.86 eV

ORCA input file:
```
! wB97M-V def2-TZVPD RIJCOSX def2/J DEFGRID3
* xyz 0 1
C -2.56 5.70 -2.71
O -2.88 4.88 -1.70
H -1.76 5.30 -3.33
H -3.47 5.85 -3.30
H -2.17 6.64 -2.33
H -2.26 5.06 -0.99
C 3.82 1.22 -2.96
O 3.99 0.53 -1.74
H 3.49 0.55 -3.76
H 3.08 2.01 -2.85
H 4.81 1.55 -3.25
H 3.12 0.20 -1.49
C 2.70 -1.96 -9.78
O 1.51 -1.96 -9.01
C 0.26 -1.65 -9.68
C -0.95 -1.55 -8.72
N -0.63 -0.48 -7.71
C -1.60 -0.32 -6.68
C -1.59 -1.58 -5.79
O -0.29 -1.79 -5.27
C -0.10 -3.10 -4.74
H 2.84 -0.95 -10.16
H 2.64 -2.69 -10.59
H 3.57 -2.21 -9.17
H 0.11 -2.51 -10.34
H 0.33 -0.77 -10.32
H -0.97 -2.49 -8.18
H -1.81 -1.34 -9.36
H 0.04 -0.94 -7.11
H -2.57 -0.21 -7.16
H -1.46 0.62 -6.15
H -2.03 -2.42 -6.32
H -2.20 -1.29 -4.94
H 0.84 -3.16 -4.19
H -0.14 -3.95 -5.42
H -0.90 -3.28 -4.02
C 5.75 -1.53 0.99
O 6.80 -2.36 1.47
C 6.27 -3.57 2.00
C 7.38 -4.36 2.75
N 7.71 -3.78 4.07
C 8.97 -4.25 4.57
C 10.10 -3.34 3.93
O 9.75 -1.97 4.16
C 10.78 -1.08 3.84
H 4.90 -1.41 1.68
H 5.32 -1.90 0.06
H 6.10 -0.52 0.80
H 5.84 -4.11 1.17
H 5.48 -3.46 2.74
H 8.26 -4.26 2.13
H 7.18 -5.44 2.77
H 7.89 -2.81 3.88
H 9.22 -5.30 4.42
H 8.90 -4.16 5.65
H 10.20 -3.53 2.87
H 11.04 -3.59 4.42
H 11.22 -1.17 2.85
H 11.59 -1.25 4.55
H 10.44 -0.08 4.11
C -2.46 0.88 1.09
O -2.40 1.07 2.50
C -2.69 2.43 2.83
C -1.93 2.73 4.15
N -2.53 1.97 5.26
C -1.76 2.15 6.49
C -0.55 1.20 6.55
O -1.04 -0.15 6.86
C 0.00 -1.11 6.85
H -2.11 -0.11 0.81
H -1.87 1.60 0.52
H -3.49 0.95 0.75
H -3.76 2.54 2.98
H -2.36 3.19 2.12
H -1.92 3.77 4.47
H -0.91 2.44 3.90
H -2.43 1.03 4.90
H -2.44 1.87 7.29
H -1.50 3.19 6.68
H 0.09 1.58 7.35
H -0.05 1.21 5.59
H -0.48 -2.09 6.84
H 0.56 -1.08 7.79
H 0.70 -1.03 6.02
C 1.47 -1.57 3.00
O 2.48 -1.35 2.01
C 2.38 -0.14 1.28
C 1.30 -0.08 0.23
N 1.77 -0.77 -0.98
C 0.72 -0.87 -2.02
C 0.08 0.44 -2.49
O -1.14 0.67 -1.82
C -1.87 1.84 -2.17
H 1.35 -0.75 3.71
H 1.77 -2.43 3.60
H 0.52 -1.77 2.51
H 3.30 -0.15 0.71
H 2.33 0.73 1.94
H 1.29 0.96 -0.10
H 0.33 -0.37 0.63
H 2.22 -1.64 -0.74
H -0.15 -1.47 -1.75
H 0.99 -1.42 -2.93
H -0.16 0.45 -3.55
H 0.84 1.22 -2.41
H -2.92 1.75 -1.91
H -1.79 2.03 -3.24
H -1.46 2.71 -1.66
C 3.71 -2.98 -3.43
O 3.28 -3.32 -2.13
C 3.72 -4.59 -1.68
C 3.26 -4.84 -0.27
N 1.81 -4.97 -0.20
C 1.30 -4.69 1.12
C -0.21 -4.62 1.12
O -0.65 -3.59 0.19
C -2.07 -3.40 0.08
H 4.80 -2.92 -3.42
H 3.25 -2.01 -3.62
H 3.40 -3.65 -4.22
H 4.81 -4.62 -1.69
H 3.39 -5.36 -2.37
H 3.59 -3.92 0.22
H 3.81 -5.71 0.08
H 1.41 -4.25 -0.79
H 1.71 -3.71 1.37
H 1.58 -5.35 1.94
H -0.60 -4.44 2.12
H -0.46 -5.62 0.79
H -2.43 -4.40 -0.13
H -2.30 -2.72 -0.75
H -2.63 -2.98 0.91
C -4.57 -1.39 -2.43
O -5.53 -2.23 -1.81
C -6.47 -1.60 -0.98
C -7.40 -2.72 -0.38
N -8.43 -3.22 -1.37
C -8.05 -3.79 -2.63
C -7.33 -5.14 -2.42
O -8.09 -6.08 -1.67
C -7.72 -7.42 -1.90
H -3.84 -1.89 -3.06
H -3.95 -0.77 -1.78
H -5.09 -0.65 -3.04
H -7.15 -0.92 -1.49
H -5.94 -1.06 -0.19
H -7.99 -2.41 0.48
H -6.81 -3.55 0.02
H -8.90 -4.02 -0.96
H -7.41 -3.09 -3.17
H -8.96 -3.83 -3.23
H -6.41 -5.10 -1.84
H -7.08 -5.58 -3.39
H -8.42 -8.06 -1.36
H -6.67 -7.62 -1.68
H -7.95 -7.63 -2.94
C -2.59 -1.97 3.85
O -3.91 -2.29 3.52
C -4.60 -1.39 2.68
C -5.23 -0.13 3.38
N -6.22 -0.48 4.40
C -5.55 -1.05 5.57
C -6.57 -1.23 6.73
O -5.93 -1.32 8.02
C -6.75 -1.84 9.06
H -1.89 -1.82 3.03
H -2.33 -2.85 4.44
H -2.61 -1.08 4.48
H -5.41 -1.86 2.12
H -3.97 -1.01 1.88
H -5.70 0.45 2.58
H -4.45 0.53 3.75
H -6.86 0.27 4.59
H -4.76 -0.43 5.98
H -5.20 -2.06 5.34
H -7.28 -2.04 6.51
H -7.27 -0.40 6.77
H -7.34 -1.02 9.46
H -6.18 -2.12 9.95
H -7.39 -2.63 8.66
C 2.91 2.40 6.88
C 3.67 1.32 7.56
C 4.59 0.44 6.67
O 3.86 -0.22 5.66
C 4.55 -1.24 4.93
N 4.37 2.00 8.61
H 3.50 3.28 6.62
H 2.03 2.68 7.47
H 2.53 2.02 5.93
H 2.87 0.68 7.91
H 4.97 -0.28 7.40
H 5.41 1.05 6.30
H 4.67 -2.01 5.69
H 5.41 -0.90 4.36
H 3.86 -1.71 4.22
H 4.94 2.69 8.14
H 3.71 2.53 9.16
C 4.02 4.37 -0.16
C 5.36 3.59 -0.13
C 5.40 2.36 0.83
O 5.36 2.72 2.20
C 5.21 1.63 3.15
N 5.60 3.23 -1.51
H 4.13 5.15 -0.92
H 3.87 4.72 0.86
H 3.19 3.70 -0.37
H 6.16 4.26 0.17
H 6.38 1.89 0.77
H 4.62 1.64 0.57
H 6.06 0.97 2.98
H 4.26 1.09 3.16
H 5.23 2.10 4.13
H 5.03 2.42 -1.65
H 6.53 2.82 -1.50
C 0.60 4.65 -0.77
C -0.24 4.68 0.49
C 0.57 4.59 1.79
O 1.01 3.26 2.11
C 1.99 3.19 3.21
N -1.16 5.85 0.40
H 0.05 4.73 -1.71
H 1.19 3.73 -0.82
H 1.31 5.48 -0.77
H -0.93 3.84 0.34
H -0.15 4.89 2.55
H 1.43 5.25 1.71
H 2.91 3.60 2.80
H 2.15 2.18 3.59
H 1.65 3.74 4.09
H -0.57 6.65 0.21
H -1.54 6.13 1.30
C -1.87 5.08 -6.71
C -0.40 5.19 -7.18
C 0.48 4.14 -6.47
O 0.60 4.53 -5.10
C 1.61 3.79 -4.38
N -0.29 4.97 -8.60
H -2.56 5.65 -7.33
H -2.07 5.24 -5.65
H -2.15 4.03 -6.80
H -0.11 6.17 -6.82
H 1.47 4.03 -6.91
H 0.02 3.16 -6.55
H 1.17 2.97 -3.82
H 2.00 4.46 -3.62
H 2.47 3.40 -4.93
H 0.69 5.18 -8.69
H -0.30 3.97 -8.69
C -6.91 2.07 -3.19
C -5.49 2.67 -3.13
C -4.87 3.23 -4.42
O -5.15 2.26 -5.43
C -4.39 2.45 -6.62
N -5.47 3.62 -2.03
H -7.14 1.55 -2.26
H -7.04 1.36 -4.00
H -7.60 2.91 -3.31
H -4.85 1.83 -2.87
H -3.79 3.37 -4.32
H -5.45 4.12 -4.64
H -3.44 1.94 -6.47
H -4.20 3.49 -6.89
H -4.88 1.95 -7.46
H -4.51 3.93 -2.03
H -5.62 3.12 -1.17
*
```

=====

Entry 4:
DFT (ωB97M-V/def2-TZVPD) results for the molecule C4H7N3O at a distorted geometry.

Results
structure (SMILES): [H]/N=C(/C=O)N(C)/C=N/[H]
frontier orbital gap: 8.64 eV
energy relative to the best compared isomer or geometry (same formula, charge and spin): 60.6 kcal per mole

ORCA input file:
```
! wB97M-V def2-TZVPD RIJCOSX def2/J DEFGRID3
* xyz 0 1
C 1.86 -0.50 -0.77
C 0.81 1.36 0.41
C -0.57 -0.38 -0.55
C -1.33 -0.98 0.53
H 2.90 -0.35 -0.16
H 1.65 -1.60 -0.80
H 2.03 -0.21 -1.81
H 1.75 1.91 0.44
H 0.06 2.87 1.23
H -0.21 -0.37 -2.40
H -2.26 -1.47 0.17
N 0.76 0.16 -0.19
N -0.22 2.03 0.78
N -0.97 -0.66 -1.77
O -0.94 -1.07 1.73
*
```

=====

Entry 5:
DFT (ωB97M-V/def2-TZVPD) results for the molecule C5H7N at a distorted geometry.

Results
structure (SMILES): C1=C[C@@H]2N[C@@H]2C1
frontier orbital gap: 9.88 eV
energy relative to the best compared isomer or geometry (same formula, charge and spin): 73.6 kcal per mole

ORCA input file:
```
! wB97M-V def2-TZVPD RIJCOSX def2/J DEFGRID3
* xyz 0 1
C -1.22 -0.04 0.26
C -0.49 -1.23 0.44
C 0.77 -1.02 0.03
C 1.01 0.24 -0.53
C -0.23 0.89 -0.50
H -1.48 0.39 1.33
H -2.28 -0.46 -0.02
H -0.69 -2.20 0.99
H 1.43 -1.87 0.34
H 1.63 0.38 -1.39
H 1.24 2.07 -0.03
H -0.51 1.52 -1.29
N 0.82 1.33 0.39
*
```

=====

Entry 6:
DFT (ωB97M-V/def2-TZVPD) results for a structure of composition C30H45I2NO26S6 at a distorted geometry.

Results
frontier orbital gap: 8.28 eV
energy relative to the best compared isomer or geometry (same formula, charge and spin): 0.0 kcal per mole

ORCA input file:
```
! wB97M-V def2-TZVPD RIJCOSX def2/J DEFGRID3
* xyz 0 1
C 8.44 -1.76 0.62
C 9.46 -0.84 1.30
C 8.81 0.20 2.21
C 8.05 1.28 1.38
C 6.64 1.56 1.94
C 5.61 1.92 0.85
C 4.41 2.68 1.47
C 3.08 2.26 0.88
C 2.63 2.83 -0.31
C 1.41 2.50 -0.88
C 0.64 1.57 -0.21
C 1.07 0.98 0.96
C 2.28 1.32 1.53
C 0.01 0.05 1.44
O 0.07 -0.80 2.29
N -1.15 0.39 0.68
C -2.18 -0.59 0.52
I -1.81 -2.23 -0.76
C -3.34 -0.41 1.15
C -3.60 0.74 2.07
I -4.98 -1.71 0.93
C -0.72 1.03 -0.52
O -1.34 1.11 -1.54
H 8.93 -2.52 0.03
H 7.81 -2.23 1.39
H 7.78 -1.20 -0.04
H 10.20 -1.44 1.83
H 10.00 -0.30 0.51
H 9.60 0.67 2.79
H 8.14 -0.28 2.92
H 8.01 0.99 0.34
H 8.62 2.20 1.49
H 6.70 2.44 2.59
H 6.25 0.74 2.54
H 6.11 2.61 0.16
H 5.28 1.04 0.31
H 4.38 2.45 2.53
H 4.53 3.76 1.36
H 3.26 3.56 -0.81
H 1.04 2.95 -1.79
H 2.60 0.84 2.45
H -4.18 0.38 2.92
H -4.20 1.52 1.59
H -2.67 1.14 2.47
C -5.13 3.75 5.63
C -6.43 4.37 5.17
O -7.03 3.37 4.34
S -6.64 1.91 4.88
O -7.71 1.40 5.67
O -6.08 1.17 3.81
O -5.46 2.37 5.86
H -4.37 3.79 4.85
H -4.75 4.19 6.54
H -6.29 5.28 4.60
H -7.10 4.57 6.01
C -5.40 -0.77 -2.85
C -4.55 -1.20 -4.03
O -5.22 -2.39 -4.52
S -6.79 -2.24 -4.30
O -7.40 -1.80 -5.50
O -7.26 -3.41 -3.64
O -6.75 -1.02 -3.28
H -5.20 -1.39 -1.97
H -5.27 0.28 -2.60
H -3.53 -1.44 -3.74
H -4.54 -0.45 -4.81
C -7.35 -5.78 0.11
C -7.81 -6.95 0.95
O -6.92 -6.97 2.07
S -6.48 -5.47 2.44
O -7.30 -4.99 3.50
O -5.07 -5.42 2.50
O -6.99 -4.78 1.08
H -6.46 -6.03 -0.48
H -8.12 -5.39 -0.54
H -7.76 -7.90 0.42
H -8.83 -6.80 1.32
C 7.49 -4.01 -4.24
C 7.78 -4.74 -2.95
O 9.19 -4.58 -2.76
S 9.65 -3.15 -3.33
O 9.71 -2.22 -2.26
O 10.74 -3.35 -4.21
O 8.33 -2.85 -4.18
H 7.77 -4.60 -5.11
H 6.45 -3.70 -4.33
H 7.54 -5.80 -3.00
H 7.26 -4.29 -2.10
C 0.75 3.06 4.43
C -0.46 2.42 3.79
O -1.57 3.00 4.50
S -1.22 4.51 4.91
O -1.79 5.39 3.95
O -1.48 4.66 6.29
O 0.35 4.42 4.65
H 1.00 2.61 5.38
H 1.62 3.05 3.77
H -0.48 1.34 3.91
H -0.55 2.68 2.74
C -3.46 2.35 -8.48
C -2.76 1.02 -8.61
O -1.85 1.00 -7.50
S -2.48 1.79 -6.26
O -3.08 0.85 -5.38
O -1.53 2.74 -5.80
O -3.64 2.53 -7.07
H -2.84 3.17 -8.86
H -4.43 2.37 -8.98
H -2.22 0.91 -9.54
H -3.46 0.18 -8.49
*
```

=====

Entry 7:
DFT (ωB97M-V/def2-TZVPD) results for a cluster of 2 separate species, C3H4Cl2Si in total at a distorted geometry.

Results
expectation value of S²: 2.01
frontier orbital gap (alpha / beta): 7.65 / 7.26 eV
energy relative to the best compared isomer or geometry (same formula, charge and spin): 115.2 kcal per mole

ORCA input file:
```
! wB97M-V def2-TZVPD RIJCOSX def2/J DEFGRID3
* xyz 0 3
C -3.20 1.30 0.41
C -2.27 0.60 0.12
C 1.77 -0.11 0.46
Si 0.50 -0.92 -0.59
Cl 1.92 1.58 -0.13
Cl 3.46 -0.94 0.25
H -4.24 1.50 0.32
H 1.72 0.06 1.54
H 0.74 -1.07 -1.97
H -0.40 -1.99 -0.40
*
```

=====

Please write out number 4 again, unchanged.
DFT (ωB97M-V/def2-TZVPD) results for the molecule C4H7N3O at a distorted geometry.

Results
structure (SMILES): [H]/N=C(/C=O)N(C)/C=N/[H]
frontier orbital gap: 8.64 eV
energy relative to the best compared isomer or geometry (same formula, charge and spin): 60.6 kcal per mole

ORCA input file:
```
! wB97M-V def2-TZVPD RIJCOSX def2/J DEFGRID3
* xyz 0 1
C 1.86 -0.50 -0.77
C 0.81 1.36 0.41
C -0.57 -0.38 -0.55
C -1.33 -0.98 0.53
H 2.90 -0.35 -0.16
H 1.65 -1.60 -0.80
H 2.03 -0.21 -1.81
H 1.75 1.91 0.44
H 0.06 2.87 1.23
H -0.21 -0.37 -2.40
H -2.26 -1.47 0.17
N 0.76 0.16 -0.19
N -0.22 2.03 0.78
N -0.97 -0.66 -1.77
O -0.94 -1.07 1.73
*
```

=====

Please write out number 5 again, unchanged.
DFT (ωB97M-V/def2-TZVPD) results for the molecule C5H7N at a distorted geometry.

Results
structure (SMILES): C1=C[C@@H]2N[C@@H]2C1
frontier orbital gap: 9.88 eV
energy relative to the best compared isomer or geometry (same formula, charge and spin): 73.6 kcal per mole

ORCA input file:
```
! wB97M-V def2-TZVPD RIJCOSX def2/J DEFGRID3
* xyz 0 1
C -1.22 -0.04 0.26
C -0.49 -1.23 0.44
C 0.77 -1.02 0.03
C 1.01 0.24 -0.53
C -0.23 0.89 -0.50
H -1.48 0.39 1.33
H -2.28 -0.46 -0.02
H -0.69 -2.20 0.99
H 1.43 -1.87 0.34
H 1.63 0.38 -1.39
H 1.24 2.07 -0.03
H -0.51 1.52 -1.29
N 0.82 1.33 0.39
*
```